39
Properties=species:S:1:pos:R:3 method="wB97M-V/def2-TZVPD" multiplicity=1 total_charge=0 relative_energy_ev=1.435 smiles="CCC(=O)N(C)C.O.O.O.O.O.O.O"
C 0.268 0.994 -0.493
C 1.058 2.139 0.125
C -1.122 0.946 0.046
N -2.020 0.175 -0.677
C -1.761 -0.290 -2.052
C -3.415 0.272 -0.230
O -1.559 1.429 1.091
H 0.228 1.138 -1.585
H 0.870 0.077 -0.312
H 0.514 3.075 0.178
H 2.024 2.104 -0.383
H 1.269 1.957 1.209
H -0.736 -0.434 -2.364
H -2.391 0.444 -2.646
H -2.282 -1.274 -2.223
H -4.211 0.229 -0.983
H -3.616 1.205 0.327
H -3.691 -0.588 0.388
H -0.448 1.444 2.600
H 0.922 0.655 2.850
O 0.137 1.043 3.256
H 4.227 -0.814 0.312
H 2.992 -1.567 0.284
O 3.819 -1.459 -0.289
H 0.991 1.502 -4.238
H 1.466 0.494 -3.239
O 0.708 1.084 -3.421
H 2.370 -1.642 -2.793
H 3.064 -0.799 -1.866
O 2.874 -0.822 -2.842
H -0.817 -2.168 2.369
H -1.235 -1.799 0.957
O -0.660 -2.421 1.433
H -1.892 0.089 2.944
H -1.059 -0.423 4.073
O -1.881 -0.602 3.613
H 0.933 -2.077 1.212
H 2.250 -1.701 2.107
O 1.809 -1.614 1.259

***

41
Properties=species:S:1:pos:R:3 method="wB97M-V/def2-TZVPD" multiplicity=1 total_charge=0 relative_energy_ev=3.534 smiles="C[C@@H](CN)N(C)C=O.O.O.O.O.O.O.O"
C -0.702 2.459 -0.504
N -1.554 1.418 -0.286
C -2.215 0.978 1.013
C -1.855 0.795 -2.674
C -1.433 0.324 -1.296
C 0.072 -0.205 -1.287
N 0.262 -1.341 -2.242
O -0.591 3.338 0.379
H -0.432 2.699 -1.501
H -1.613 1.190 1.864
H -3.004 1.669 1.127
H -2.311 -0.092 0.786
H -1.985 1.887 -2.679
H -2.798 0.465 -3.024
H -1.117 0.478 -3.396
H -2.072 -0.512 -0.910
H 0.620 0.655 -1.836
H 0.340 -0.573 -0.301
H -0.234 -2.133 -1.859
H 0.158 -1.227 -3.248
H -0.986 -2.301 2.449
H -0.694 -3.769 2.504
O -1.369 -3.133 2.652
H -1.508 -3.860 0.406
H -0.631 -2.763 -0.040
O -1.548 -3.020 -0.048
H 4.454 0.293 -0.442
H 3.928 -1.042 0.129
O 4.350 -0.186 0.382
H 0.600 1.044 2.452
H 1.981 1.071 2.821
O 1.410 0.456 2.372
H 2.529 0.254 -2.846
H 1.713 1.415 -2.425
O 2.623 1.229 -2.565
H 2.022 -1.344 1.979
H 2.265 -2.799 2.294
O 1.639 -2.214 1.866
H 0.400 3.047 3.154
H -0.376 2.837 1.911
O -0.338 2.515 2.868

***

39
Properties=species:S:1:pos:R:3 method="wB97M-V/def2-TZVPD" multiplicity=1 total_charge=0 relative_energy_ev=13.619
O 1.812 -0.100 0.885
H 2.043 -0.841 0.325
H 1.086 0.327 0.431
O -0.290 0.442 -0.134
H -0.092 0.703 -1.033
H -0.874 -0.312 -0.226
O -1.541 2.689 -0.588
H -1.900 1.827 -0.800
H -0.614 2.626 -0.819
C -0.486 -1.268 2.370
O -0.614 -2.695 2.407
H -0.548 -0.830 1.374
H -1.216 -0.857 3.068
H 0.515 -1.067 2.752
H -0.200 -2.974 3.226
C 0.909 -2.512 -0.528
O 1.901 -1.975 0.415
H 0.038 -1.858 -0.474
H 1.254 -2.560 -1.561
H 0.709 -3.564 -0.326
H 2.023 -2.632 1.104
C 1.024 2.322 -1.286
O 0.026 1.648 -2.049
H 2.021 1.997 -1.582
H 0.869 3.398 -1.363
H 0.783 2.238 -0.226
H 0.468 1.307 -2.830
C -0.853 -0.923 -2.754
O -1.322 -1.032 -1.391
H -1.633 -0.760 -3.498
H 0.008 -0.280 -2.935
H -0.592 -1.926 -3.092
H -2.090 -0.489 -1.201
C -0.442 1.681 2.413
O -0.268 2.184 1.102
H -0.450 2.392 3.239
H -1.468 1.314 2.433
H 0.243 0.882 2.697
H -0.236 1.478 0.452

***

41
Properties=species:S:1:pos:R:3 method="wB97M-V/def2-TZVPD" multiplicity=1 total_charge=+2 relative_energy_ev=2.439
C -1.840 2.675 -0.662
C -1.081 1.390 -0.776
C -1.058 0.570 0.544
C -0.174 -0.616 0.664
C 1.163 -0.691 0.880
N 1.953 -1.797 0.621
N -0.818 -1.963 0.643
N 0.302 1.781 -1.370
H -1.324 3.582 -0.886
H -2.396 2.856 0.278
H -2.855 2.743 -1.088
H -1.434 0.659 -1.554
H -2.107 0.211 0.406
H -1.062 1.246 1.437
H 1.736 0.179 1.188
H 1.527 -2.730 0.629
H 2.714 -1.844 1.316
H -0.736 -2.280 -0.325
H -0.468 -2.586 1.372
H -1.816 -1.994 0.883
H 0.927 0.969 -1.238
H 0.814 2.589 -0.989
H 0.279 1.742 -2.396
H 0.520 -5.095 -0.413
H -0.823 -4.961 0.259
O -0.020 -4.457 0.076
H 0.229 -3.416 3.562
H -0.753 -2.581 4.406
O -0.275 -2.598 3.570
H 3.640 2.503 2.103
H 2.217 2.866 2.682
O 2.939 3.165 2.130
H 2.070 4.658 -0.682
H 2.160 4.053 0.771
O 1.737 3.965 -0.109
H -2.009 -1.732 -2.726
H -3.299 -1.894 -1.900
O -2.385 -1.594 -1.847
H 0.089 0.609 -4.204
H 1.213 -0.365 -3.814
O 0.505 0.184 -3.440

***

44
Properties=species:S:1:pos:R:3 method="wB97M-V/def2-TZVPD" multiplicity=1 total_charge=0 relative_energy_ev=0.000 smiles="C=CCCNC(=O)O.O.O.O.O.O.O.O.O.O"
C 1.947 -0.204 -1.878
C 2.697 0.801 -0.989
C 2.314 2.225 -1.222
C 2.306 3.333 -0.494
N 0.979 -0.972 -1.159
C -0.263 -1.302 -1.577
O -0.607 -0.721 -2.720
O -0.976 -2.062 -0.954
H 2.678 -0.799 -2.431
H 1.408 0.345 -2.636
H 3.762 0.592 -1.018
H 2.428 0.534 0.047
H 2.199 2.371 -2.287
H 2.081 4.242 -1.035
H 2.418 3.369 0.565
H 1.290 -1.466 -0.324
H -1.614 -0.686 -2.795
H 0.439 -0.685 3.017
H 1.224 -0.811 1.810
O 0.677 -0.112 2.279
H -2.633 1.585 1.542
H -1.416 1.136 0.901
O -2.321 0.813 1.055
H 1.187 -3.157 1.537
H 2.622 -2.675 1.271
O 1.693 -2.465 1.095
H -1.884 -0.845 1.915
H -2.930 -1.953 1.931
O -1.983 -1.807 1.994
H -3.742 -0.466 -2.383
H -3.533 0.124 -3.793
O -3.260 -0.597 -3.218
H -3.452 -0.060 -0.108
H -4.157 -1.416 -0.345
O -4.170 -0.491 -0.597
H -0.538 -3.568 0.242
H -1.109 -3.205 1.494
O -0.590 -3.954 1.129
H 1.331 1.704 2.781
H 2.401 1.635 1.725
O 1.838 2.275 2.191
H -0.264 3.810 1.581
H 0.106 2.598 0.662
O -0.583 2.991 1.200

***

44
Properties=species:S:1:pos:R:3 method="wB97M-V/def2-TZVPD" multiplicity=1 total_charge=0 relative_energy_ev=0.928 smiles="C=NCCCC(=O)O.O.O.O.O.O.O.O.O.O"
O -0.950 1.556 0.044
C -0.372 0.559 0.403
O 0.734 0.159 -0.253
C -0.847 -0.460 1.373
C -2.249 -0.212 1.958
C -3.355 0.180 0.979
C -3.496 -2.015 0.082
N -3.793 -0.793 -0.025
H 0.785 0.755 -1.030
H -0.941 -1.458 0.926
H -0.116 -0.711 2.149
H -2.285 0.488 2.791
H -2.648 -1.131 2.412
H -3.097 1.044 0.388
H -4.229 0.514 1.545
H -2.986 -2.489 0.925
H -3.794 -2.669 -0.735
H 3.174 -0.014 2.282
H 2.273 -0.847 1.257
O 2.790 -0.868 2.075
H 2.002 -1.823 -1.433
H 3.361 -2.351 -0.858
O 2.623 -1.741 -0.693
H -0.124 3.531 -0.544
H -1.106 4.253 0.387
O -0.288 4.378 -0.117
H -3.139 -0.333 -2.206
H -3.135 -0.610 -3.725
O -2.555 -0.479 -2.971
H 2.276 4.117 2.164
H 1.055 4.336 1.224
O 1.492 3.687 1.809
H 3.261 2.119 1.111
H 3.167 0.976 0.130
O 3.800 1.609 0.492
H -0.281 -2.919 -2.717
H -0.018 -1.566 -2.770
O 0.510 -2.384 -2.907
H -0.583 0.329 -3.254
H 0.817 0.581 -3.735
O 0.317 0.455 -2.920
H 1.921 -3.198 1.342
H 3.338 -3.186 1.850
O 2.552 -3.740 1.823

***

40
Properties=species:S:1:pos:R:3 method="wB97M-V/def2-TZVPD" multiplicity=1 total_charge=0 relative_energy_ev=1.618 smiles=CCN(C)CC.O.O.O.O.O.O.O
C 0.762 -0.784 -0.575
N 0.829 0.110 0.620
C -0.183 -0.293 1.584
C -0.196 0.662 2.814
C 2.246 0.150 1.071
C 1.588 -0.271 -1.721
H -0.294 -0.688 -0.821
H 1.024 -1.794 -0.261
H -0.142 -1.330 1.941
H -1.159 -0.327 1.115
H -0.824 1.518 2.590
H -0.597 0.153 3.690
H 0.834 0.851 3.040
H 2.742 1.073 0.794
H 2.676 -0.765 0.680
H 2.301 0.139 2.158
H 1.460 0.794 -1.915
H 2.663 -0.385 -1.549
H 1.453 -0.820 -2.654
H 0.527 2.452 -3.226
H -0.114 2.597 -1.796
O 0.388 3.048 -2.487
H -3.636 1.213 -1.978
H -2.487 1.096 -0.985
O -3.043 0.559 -1.591
H 2.885 3.650 0.744
H 1.943 3.682 -0.557
O 2.825 3.528 -0.204
H -2.250 -2.367 -2.687
H -3.322 -1.406 -2.022
O -2.740 -2.143 -1.899
H -2.378 -3.477 0.831
H -2.257 -2.181 -0.064
O -1.865 -2.683 0.665
H -0.543 1.407 -0.201
H -1.572 2.131 0.576
O -1.186 2.146 -0.310
H 0.212 -3.476 0.898
H 0.638 -3.704 2.287
O 0.790 -4.065 1.404

***

52
Properties=species:S:1:pos:R:3 method="wB97M-V/def2-TZVPD" multiplicity=3 total_charge=+1 s_squared=2.01 e_tot_ha=-1433.632755
N -1.881 3.914 -1.093
H -2.589 4.391 -0.553
H -1.639 2.965 -0.848
H -1.087 4.528 -0.978
H -2.244 3.967 -2.034
N 2.817 3.535 1.824
H 2.440 2.745 1.321
H 3.785 3.461 1.543
H 2.719 3.352 2.812
H 2.355 4.357 1.462
Pd 4.355 -2.516 -1.336
B 7.567 -1.316 -1.996
H 7.192 -1.133 -1.001
H 6.885 -0.922 -2.734
H 8.558 -0.896 -2.059
H 7.461 -2.379 -2.145
C 1.099 -0.589 -0.034
O 1.120 -1.841 -0.174
O 2.120 -0.024 -0.386
O 0.206 0.138 0.343
C -5.816 -2.485 -1.248
O -6.943 -2.728 -1.103
N -5.300 -1.463 -1.898
N -4.881 -3.318 -0.932
H -5.989 -0.744 -2.068
H -4.309 -1.275 -1.951
H -5.217 -4.207 -0.590
H -3.899 -3.111 -1.041
C 3.464 4.550 -5.432
O 3.880 3.679 -6.072
N 2.873 4.246 -4.301
N 3.282 5.788 -5.699
H 2.889 3.313 -3.914
H 2.292 4.956 -3.879
H 3.674 6.108 -6.572
H 2.961 6.423 -4.982
C -4.057 0.373 4.810
O -4.285 0.179 6.024
N -4.896 0.057 3.857
N -2.996 0.868 4.446
H -5.706 -0.444 4.195
H -4.684 0.284 2.896
H -2.692 0.446 3.580
H -2.346 0.775 5.214
C -0.546 -6.343 3.405
O -1.064 -7.321 3.936
N 0.730 -6.199 3.298
N -1.210 -5.479 2.766
H 1.158 -5.404 2.845
H 1.199 -7.031 3.625
H -2.159 -5.520 2.423
H -0.647 -4.712 2.427

***

43
Properties=species:S:1:pos:R:3 method="wB97M-V/def2-TZVPD" multiplicity=1 total_charge=0 relative_energy_ev=1.452 smiles="C=CCCNCN.O.O.O.O.O.O.O.O"
C -0.470 -2.164 -2.654
C 0.943 -1.888 -2.033
C 1.253 -2.392 -0.677
C 2.395 -2.965 -0.304
N -1.443 -1.091 -2.688
C -2.077 -0.882 -1.379
N -1.400 -0.045 -0.383
H -0.828 -3.038 -2.105
H -0.298 -2.441 -3.682
H 1.597 -2.275 -2.824
H 1.190 -0.821 -2.135
H 0.502 -2.279 0.109
H 2.499 -3.489 0.626
H 3.131 -3.086 -1.068
H -1.065 -0.182 -2.926
H -2.362 -1.831 -0.924
H -3.035 -0.372 -1.518
H -0.399 -0.073 -0.180
H -1.442 0.939 -0.677
H 1.069 2.626 1.089
H 1.526 2.341 -0.343
O 1.165 3.038 0.221
H 2.252 -0.191 3.523
H 1.044 -0.872 2.981
O 1.946 -0.633 2.725
H -3.282 0.084 2.458
H -2.294 -0.149 1.212
O -2.387 0.226 2.130
H -1.226 -0.711 3.062
H -0.712 -2.009 3.806
O -0.650 -1.053 3.780
H -0.285 3.157 -0.694
H -1.739 3.718 -0.650
O -1.206 3.010 -1.033
H -0.075 1.865 3.591
H -0.835 1.951 2.283
O -0.133 2.402 2.783
H 2.134 -0.285 -0.271
H 1.510 0.135 1.120
O 1.546 0.312 0.169
H 1.042 2.554 -2.393
H 0.102 1.363 -2.605
O 0.891 1.791 -2.955

***

45
Properties=species:S:1:pos:R:3 method="wB97M-V/def2-TZVPD" multiplicity=1 total_charge=-1 relative_energy_ev=2.181
C 0.815 2.033 0.518
C -0.261 0.976 0.185
N 0.244 0.083 -0.914
C -0.888 -0.553 -1.621
C 1.191 -0.918 -0.365
C 1.797 -1.709 -1.553
O 2.736 -1.180 -2.157
O 1.293 -2.818 -1.793
H 1.154 2.520 -0.412
H 0.426 2.824 1.193
H 1.629 1.591 1.047
H -1.148 1.503 -0.181
H -0.501 0.406 1.068
H -0.508 -1.304 -2.322
H -1.571 -1.143 -0.988
H -1.477 0.215 -2.119
H 2.003 -0.393 0.165
H 0.688 -1.612 0.366
H -0.576 2.318 -2.417
H -1.386 3.631 -2.185
O -1.490 2.678 -2.130
H 1.746 1.968 -2.553
H 0.659 0.996 -2.872
O 0.897 1.900 -3.052
H 0.162 -2.325 3.496
H -0.747 -1.663 2.320
O -0.056 -1.468 3.053
H 3.093 0.500 -2.013
H 2.884 1.410 -0.808
O 3.172 1.425 -1.711
H 1.459 -0.544 2.910
H 1.727 0.669 3.787
O 2.174 0.039 3.153
H -1.215 -4.120 -1.031
H 0.147 -3.273 -0.865
O -0.691 -3.625 -0.373
H -3.995 1.566 -0.452
H -2.629 1.259 -1.033
O -3.370 0.870 -0.522
H -2.262 -1.263 0.859
H -1.600 -2.634 0.739
O -1.968 -2.035 1.359
H -1.801 0.859 3.755
H -0.766 -0.215 4.043
O -1.191 0.559 4.424

***

46
Properties=species:S:1:pos:R:3 method="wB97M-V/def2-TZVPD" multiplicity=1 total_charge=-1 relative_energy_ev=2.649
C 0.230 -0.917 -0.323
O -0.575 0.235 -0.372
C 0.210 -1.769 1.042
C -1.101 -2.084 1.719
C -2.161 -2.425 0.736
C -2.485 -3.705 0.389
N -2.845 -1.279 0.260
N 0.973 -0.776 1.816
H 1.232 -0.647 -0.624
H -0.196 -1.582 -1.145
H 0.899 -2.745 0.927
H -0.960 -2.950 2.384
H -1.470 -1.309 2.357
H -3.310 -4.182 -0.143
H -1.873 -4.546 0.911
H -0.940 3.871 -1.778
H -3.562 -1.457 -0.418
H 1.951 -0.637 1.433
H 0.511 0.043 1.813
H 0.242 1.041 -1.787
H 0.981 2.466 -1.918
O 1.069 1.504 -2.130
H -2.297 -0.433 0.046
H -0.140 3.612 -0.587
O -0.106 3.943 -1.502
H -4.406 -0.666 1.795
H -3.532 0.538 1.937
O -4.305 0.148 2.423
H 3.676 -2.572 -2.402
H 3.675 -1.692 -1.271
O 3.236 -2.426 -1.667
H -2.376 0.599 -1.989
H -2.894 0.392 -3.370
O -3.149 0.426 -2.464
H 2.178 1.225 -0.996
H 3.065 2.284 -0.167
O 3.033 1.389 -0.467
H 1.732 4.116 1.974
H 1.076 2.949 1.011
O 1.968 3.151 1.557
H 4.874 0.197 -1.164
H 4.290 0.417 0.140
O 4.930 -0.286 -0.378
H -0.406 1.408 0.316
H -0.527 2.566 1.551
O -0.415 2.566 0.523